1.
Computed, not measured: C2H6N2 in the gas phase, with ωB97M-V/def2-TZVPD.

Geometry as XYZ:
```
10
C2H6N2 ωB97M-V/def2-TZVPD
C 0.720 0.139 0.445
C 0.157 -0.445 -0.825
N -0.516 0.736 0.808
N -1.183 -0.057 -0.258
H 0.883 -0.778 0.964
H 1.625 0.713 0.526
H 0.448 0.221 -1.619
H 0.371 -1.510 -0.806
H -0.817 0.487 1.728
H -1.689 0.495 -0.963
```

## Properties
- M: 58.08 g/mol
- Charge: 0
- HOMO energy (alpha / beta): -3.17 / -11.46 eV
- Relative energy (zero: lowest compared OMol25 entry of this formula, charge and spin): 265.9 kJ/mol
- Spin multiplicity: 3

2.
Computed, not measured: a gas-phase ion, C2H6N2O (charge -1), with ωB97M-V/def2-TZVPD.

Geometry as XYZ:
```
11
C2H6N2O ωB97M-V/def2-TZVPD
O -0.454 -2.313 -0.178
C -1.131 -1.261 -0.107
N -0.697 -0.025 -0.541
C 0.738 0.454 -0.399
N 1.142 0.935 0.915
H -2.140 -1.257 0.230
H -1.444 0.750 -0.586
H 0.897 1.309 -1.073
H 1.258 -0.351 -0.932
H 0.537 1.715 1.152
H 1.295 0.044 1.518
```

## Properties
- M: 74.08 g/mol
- Charge: -1
- HOMO energy (alpha / beta): 1.84 / -3.42 eV
- Relative energy (zero: lowest compared OMol25 entry of this formula, charge and spin): 123.2 kJ/mol
- Spin multiplicity: 2

Q: Which formula does entry 2 have?
A: C2H6N2O

Q: Which of these has the highest relative energy (zero: lowest compared OMol25 entry of this formula, charge and spin)?
A: C2H6N2